[1]
29
Properties=species:S:1:pos:R:3 method="wB97M-V/def2-TZVPD" total_energy_ev=-18143.7775 orbital_gap_ev="8.49 / 8.49" lumo_energy_ha="-0.150 / -0.150" charge=+1
O 1.12611 -0.96479 -2.96353
N -0.29610 -2.36698 0.02294
N 0.56787 0.01803 -0.95603
N -0.41721 1.38912 0.60564
C -0.60782 0.23542 0.00775
C 1.32672 3.15067 0.58187
C 2.90752 2.84177 -1.20042
C -1.15677 -3.44793 0.52054
C -1.32432 1.94497 1.59350
C 1.32089 1.13705 -0.85459
C 0.77351 1.94068 0.19021
C 2.44826 3.59573 -0.11741
C -0.15731 -2.37378 -1.41399
C 2.40509 1.59070 -1.53941
C 0.52789 -1.05394 -1.94793
H -1.45879 1.33397 2.45107
H 2.88463 4.56191 0.05162
H 0.67855 -2.35407 0.21396
H -0.79538 -4.47175 0.25117
H -0.92081 3.08627 1.63972
H -1.19165 -3.50131 1.57323
H -2.13565 -3.22005 0.11889
H 2.73794 1.00616 -2.33940
H 1.01774 3.79074 1.41105
H 3.60437 3.35096 -1.94416
H -1.23155 -2.50164 -1.82407
H 0.36206 -3.29669 -1.86625
H -2.30875 2.03737 1.12440
H -1.42538 -0.31603 -0.05035

***

[2]
32
Properties=species:S:1:pos:R:3 method="wB97M-V/def2-TZVPD" total_energy_ev=-32524.1336 orbital_gap_ev=9.77 lumo_energy_ha=0.024 charge=0
S -0.49550 1.92031 2.09528
O -1.70518 2.68778 2.05636
O 0.54768 2.30212 2.99036
N 0.36301 1.07704 -1.59910
N -1.01131 0.34502 2.46254
N -0.16996 -2.82325 0.85177
N 1.59392 1.40492 -1.20453
C 1.49992 1.78602 0.04959
C -0.85904 -1.83409 1.38498
C 1.84391 -1.72506 1.49140
C -0.26678 -0.71756 1.97859
C -1.99661 0.98002 -0.73657
C -0.54264 1.23735 -0.61345
C 0.21500 -1.01275 -2.85379
C 1.12639 -0.68023 2.04338
C 1.15045 -2.76695 0.89064
C 0.16783 1.70531 0.48089
C 0.16468 0.51208 -2.90762
H -0.79479 0.85241 -3.30412
H 1.17759 -1.33708 -2.46736
H -0.56393 -1.40641 -2.20568
H -2.21066 -0.08717 -0.66614
H 0.97099 0.89080 -3.53845
H 1.60882 0.15765 2.52102
H -2.51185 1.50367 0.06565
H -1.93792 -1.92837 1.34093
H 0.08048 -1.42283 -3.85042
H -2.37526 1.33929 -1.69214
H -2.01232 0.24946 2.38620
H 1.66606 -3.59510 0.42471
H 2.35503 2.11295 0.60333
H 2.92199 -1.72735 1.52176

***

[3]
28
Properties=species:S:1:pos:R:3 method="wB97M-V/def2-TZVPD" total_energy_ev=-35349.8126 orbital_gap_ev="7.20 / 7.09" lumo_energy_ha="-0.037 / -0.042" charge=0
S -3.13591 -1.48582 -4.22437
S -0.76976 -1.37539 -2.30603
O -3.63907 -0.10283 -4.29607
C -2.02506 -1.74462 0.43933
C 1.54957 0.05405 0.60934
C -3.27443 -0.64026 2.16141
C 0.86749 1.53841 -1.31464
C 1.00823 0.08528 -0.82470
C -0.34033 -0.59120 -0.91843
C -1.31820 -0.56926 0.16414
C 2.01143 -0.62406 -1.74231
C -2.98531 -1.78045 1.42963
C -1.62410 0.57269 0.90613
C -2.59529 0.53589 1.88932
H 2.06698 -1.68275 -1.49993
H -1.79748 -2.63759 -0.12285
H 1.71578 -0.52629 -2.78346
H 1.85808 1.96823 -1.44064
H 1.79351 -0.96679 0.89773
H 2.45463 0.65156 0.66687
H -1.14069 1.51257 0.69133
H 0.83401 0.44282 1.32486
H 0.31813 2.15452 -0.60822
H -4.02555 -0.66650 2.93658
H -2.83024 1.43272 2.44394
H -3.51678 -2.69943 1.62770
H 2.99910 -0.18630 -1.62039
H 0.35484 1.56511 -2.27249

***

[4]
26
Properties=species:S:1:pos:R:3 method="wB97M-V/def2-TZVPD" total_energy_ev=-22462.1646 orbital_gap_ev=7.75 lumo_energy_ha=0.023 charge=0
S 0.67457 -0.89874 -0.42701
C -0.50246 2.35482 2.94498
C -1.08202 -1.79855 -2.09321
C 0.09140 0.42228 1.14217
C 0.06079 2.73664 1.74293
C 0.10933 0.22303 -1.78089
C -0.23508 -2.24138 -0.96126
C 2.35237 -1.32513 -0.43639
C -0.71678 1.01898 3.20397
C 0.48414 1.70646 0.95563
C -0.22496 -0.74701 -2.84762
C -0.57716 -0.03069 2.30675
H -1.97632 -1.39349 -1.62675
H -1.41787 -2.44681 -2.80656
H -0.78951 0.78667 -1.50003
H 0.93211 0.99525 -1.98313
H 0.12391 3.76412 1.55702
H -0.46667 -3.08423 -0.24210
H 2.77095 -0.88504 0.44478
H 0.72659 -1.24391 -3.19788
H 2.36446 -2.37383 -0.60631
H -0.78675 3.18166 3.59225
H 1.07913 1.86367 -0.03427
H -1.29723 0.75693 4.01270
H -0.65379 -0.43257 -3.80158
H -1.04313 -0.90913 2.44183

***

[5]
33
Properties=species:S:1:pos:R:3 method="wB97M-V/def2-TZVPD" s2=6.0276 total_energy_ev=-44645.2682 multiplicity=5 orbital_gap_ev="6.37 / 6.21" lumo_energy_ha="-0.289 / -0.384" charge=+2
Ru -0.03858 0.14509 -0.95784
Cl 0.35984 3.66118 -2.71117
S 0.68181 -1.40003 0.58642
O -1.70225 2.11847 0.61113
O 2.62142 1.64731 -0.51851
N -0.69669 -1.26697 2.83169
N 0.83407 0.47352 2.41453
C 0.26850 -1.61294 -2.79568
C 0.18231 -0.65189 2.07791
C 1.16408 0.75022 3.80354
C -0.94000 -1.87401 -2.07413
C 0.15593 -0.30610 -3.42476
C -1.05292 1.47624 -0.10974
C 1.17069 0.29180 -4.34331
C -1.06001 0.29499 -2.96398
C -1.39085 -0.68700 4.01386
C -1.72005 -0.64505 -2.04951
C 1.58887 1.21290 -0.84751
H 1.54950 0.75503 1.77083
H -2.42663 -1.08735 4.03200
H -1.08557 -2.12884 2.45178
H -2.72486 -0.53683 -1.63866
H 1.19810 -0.22029 4.40107
H -1.23860 -2.81593 -1.65016
H 2.15773 1.20309 3.84696
H 1.09203 1.38795 -4.28024
H 0.42997 1.43607 4.26907
H -1.42130 0.42199 3.92875
H -1.45416 1.24961 -3.28856
H 1.08975 -2.32011 -2.92440
H -0.88431 -0.98591 4.95791
H 2.18883 0.02120 -4.01547
H 1.10335 -0.00741 -5.40379

***

[6]
36
Properties=species:S:1:pos:R:3 method="wB97M-V/def2-TZVPD" s2=3.7535 total_energy_ev=-64907.9974 multiplicity=4 orbital_gap_ev="5.83 / 5.94" lumo_energy_ha="-0.520 / -0.516" charge=+3
Er -0.13692 -0.15977 -0.53234
P -0.33481 0.47124 2.31690
O 0.95472 -0.26301 3.04653
O -1.60444 -3.11521 0.75162
O -2.68361 1.95950 0.83900
O 1.94365 2.46920 0.52211
O -0.50094 1.86782 3.14219
O -0.01160 0.10797 -4.10299
O 3.14464 -1.62198 -0.64768
O -1.56483 -0.36120 3.00412
C 2.28893 -2.24810 3.28563
C -2.19598 0.01687 4.26762
C 0.89625 -1.74036 3.08830
C -0.06209 0.03311 -2.95280
C 0.50390 2.89693 3.35466
C -1.11138 -2.14892 0.34984
C -0.08989 3.92150 4.28564
C 1.22363 1.59540 0.27262
C -1.84838 1.28237 0.40238
C 2.08419 -1.16343 -0.60603
C -1.24099 0.00588 5.42676
H 2.23683 -3.31544 3.50080
H 0.62400 4.75075 4.35078
H -0.52156 0.83075 5.36254
H 0.23393 -2.02944 3.91248
H 2.78726 -1.73222 4.10956
H 1.39810 2.42431 3.78640
H 0.43348 -2.12622 2.16415
H 0.76398 3.35276 2.39517
H -1.81219 0.11209 6.35426
H -2.68754 0.99009 4.14917
H -0.24870 3.52335 5.29596
H -0.69832 -0.94063 5.48851
H -1.02931 4.32081 3.89271
H 2.88077 -2.13244 2.37895
H -2.96567 -0.74763 4.39729